P:
Molecular formula: C4H9NO2
Method: DFT, ωB97M-V/def2-TZVPD

Structure (XYZ):
```
16
Properties=species:S:1:pos:R:3:nbo_charge:R:1
C -0.1801 0.0948 2.1095 -0.26
O 0.0254 1.1319 1.1761 -0.53
C 0.8308 0.7431 0.0988 -0.08
C 0.1364 -0.3566 -0.8041 -0.18
N 1.0416 -0.6709 -1.8857 0.14
O 1.9254 -1.4078 -1.4870 -0.30
C -1.1804 0.2588 -1.3874 -0.64
H -0.7143 0.5313 2.9540 0.20
H -0.7835 -0.7204 1.6865 0.17
H 0.7761 -0.3218 2.4614 0.17
H 1.7893 0.3304 0.4395 0.18
H 1.0438 1.6789 -0.4524 0.20
H 0.4076 -1.6337 -0.3711 0.24
H -1.0055 1.1586 -2.0224 0.23
H -1.8514 0.5842 -0.5855 0.23
H -1.6912 -0.4727 -2.0138 0.22
```

## Properties
Orbital gap: 9.15 eV
E_LUMO: -0.3 eV
HOMO energy: -0.346 hartree

Q:
Molecular formula: C4H9NO2
Method: DFT, ωB97M-V/def2-TZVPD

Structure (XYZ):
```
16
Properties=species:S:1:pos:R:3:nbo_charge:R:1
C -1.7961 -0.3695 -1.1889 -0.68
C -0.6021 0.5392 -1.0483 0.28
O -0.7937 1.8718 -0.8360 -0.70
C 0.1223 -0.1620 0.7175 -0.61
C 1.3869 -0.4686 0.0369 0.64
O 1.3740 -0.9843 -1.0742 -0.67
N 2.5626 0.0305 0.5428 -0.83
H -2.4377 -0.2324 -0.3169 0.20
H -1.4217 -1.3983 -1.2284 0.24
H -2.3741 -0.1763 -2.1034 0.22
H 0.0378 0.4645 -1.9549 0.21
H -1.1518 1.8869 0.0559 0.47
H 0.2733 0.3189 1.7250 0.21
H -0.5040 -1.0413 0.8961 0.22
H 3.3447 -0.2156 -0.0471 0.40
H 2.7363 0.0159 1.5356 0.39
```

## Properties
Orbital gap: 10.00 eV
E_LUMO: 0.9 eV
HOMO energy: -0.335 hartree

Stability, descending: Q, P

P:
Molecular formula: C4H9NO2
Method: DFT, ωB97M-V/def2-TZVPD

Structure (XYZ):
```
16
Properties=species:S:1:pos:R:3:nbo_charge:R:1
C -0.4677 -1.8557 0.0066 -0.63
C -0.6403 -0.3510 0.1778 -0.09
C 0.4459 0.2630 1.1226 -0.01
O 0.0959 1.4343 1.7133 -0.75
N -0.4073 0.3302 -1.1106 -0.61
C 0.4616 1.3943 -1.0883 0.52
O 0.3336 2.4433 -0.4289 -0.60
H -1.1587 -2.2659 -0.7388 0.21
H -0.6624 -2.3625 0.9579 0.23
H 0.5582 -2.1022 -0.2998 0.21
H -1.6367 -0.1155 0.5579 0.21
H 0.8842 -0.4807 1.8129 0.18
H 1.2550 0.4874 0.2851 0.11
H 0.0630 2.1341 0.7946 0.48
H -0.2159 -0.3131 -1.8708 0.39
H 1.1570 1.4260 -1.9254 0.15
```

## Properties
Orbital gap: 10.06 eV
E_LUMO: 0.7 eV
HOMO energy: -0.344 hartree

Q:
Molecular formula: C4H9NO2
Method: DFT, ωB97M-V/def2-TZVPD

Structure (XYZ):
```
16
Properties=species:S:1:pos:R:3:nbo_charge:R:1
C 2.0583 -0.3001 -1.3409 -0.42
N 0.7915 0.2600 -0.8794 -0.65
C 0.5263 0.1284 0.5202 0.49
O -0.2019 1.1595 1.0954 -0.50
C -1.5361 0.9348 0.6971 -0.11
C -1.6926 -0.5718 0.8773 -0.10
O -0.3771 -1.0573 0.6021 -0.56
H 2.1481 -1.3848 -1.1749 0.18
H 2.1408 -0.1154 -2.4152 0.21
H 2.9016 0.1961 -0.8515 0.20
H 0.0530 -0.3191 -1.2619 0.37
H 1.4796 0.1148 1.0819 0.17
H -2.1890 1.5421 1.3199 0.20
H -1.6476 1.2149 -0.3588 0.17
H -1.9870 -0.8489 1.8959 0.17
H -2.4679 -0.9530 0.1927 0.18
```

## Properties
SMILES: CNC1OCCO1
Orbital gap: 10.29 eV
E_LUMO: 1.1 eV
HOMO energy: -0.339 hartree

R:
Molecular formula: C4H9NO2
Method: DFT, ωB97M-V/def2-TZVPD

Structure (XYZ):
```
16
Properties=species:S:1:pos:R:3:nbo_charge:R:1
N -1.2287 -0.8616 -0.2148 -0.84
C 0.0271 -0.3207 0.3641 -0.05
C 1.2434 -0.8494 -0.3374 -0.10
O 1.0986 -2.2301 -0.0905 -0.72
C 0.1078 1.2799 0.0130 -0.53
C -1.1424 1.9751 0.3818 0.45
O -1.3212 3.1024 0.7489 -0.53
H -1.2102 -1.8825 -0.0417 0.37
H -1.2941 -0.8180 -1.1761 0.35
H -0.0403 -0.3580 1.4430 0.21
H 2.2153 -0.4213 -0.1644 0.18
H 1.1966 -0.7823 -1.4318 0.18
H 1.4133 -2.4225 0.7364 0.46
H 0.7040 1.8482 0.5461 0.22
H 0.2899 1.4113 -1.0419 0.23
H -2.0589 1.3295 0.2650 0.11
```

## Properties
SMILES: N[C@@H](CO)CC=O
Orbital gap: 9.78 eV
E_LUMO: 0.7 eV
HOMO energy: -0.334 hartree

S:
Molecular formula: C4H9NO2
Method: DFT, ωB97M-V/def2-TZVPD

Structure (XYZ):
```
16
Properties=species:S:1:pos:R:3:nbo_charge:R:1
C 0.3239 2.2280 -0.4387 -0.65
C -0.2666 0.9939 0.2568 0.10
O 0.4775 0.7814 1.4343 -0.72
C -0.4592 -0.2405 -0.6989 -0.17
N 0.6448 -0.3980 -1.4812 -0.81
C -0.7548 -1.3787 0.4074 0.44
O -0.2805 -2.5076 0.5616 -0.53
H -0.0106 3.0760 0.1589 0.22
H -0.1995 2.4203 -1.3789 0.22
H 1.3870 2.3728 -0.7037 0.22
H -1.1889 1.2916 0.6515 0.19
H 1.4527 0.7420 1.3258 0.47
H -1.3097 -0.0951 -1.3393 0.21
H 0.8178 -1.4294 -1.7756 0.38
H 1.4857 -0.3795 -0.8341 0.34
H -1.5838 -1.0194 1.1361 0.10
```

## Properties
SMILES: C[C@H](O)[C@@H](N)C=O
Orbital gap: 10.01 eV
E_LUMO: 0.7 eV
HOMO energy: -0.341 hartree

Stability, descending: Q, P, S, R

P:
Molecular formula: C4H9NO2
Method: DFT, ωB97M-V/def2-TZVPD

Structure (XYZ):
```
16
Properties=species:S:1:pos:R:3:nbo_charge:R:1
C 0.4272 -1.7000 -1.2863 -0.66
C -0.3026 -0.9982 -0.1386 0.09
O -1.7610 -1.0199 -0.3883 -0.72
C 0.2705 0.4720 -0.1026 -0.27
N -0.3449 1.2768 1.0080 -0.64
C 0.3573 2.2475 1.5810 0.52
O 1.5301 2.2403 1.7619 -0.60
H 0.2505 -1.4240 -2.2765 0.21
H 1.4917 -1.6010 -1.0949 0.23
H 0.1411 -2.7336 -1.0373 0.23
H -0.1926 -1.5039 0.8744 0.20
H -1.7218 -1.0462 -1.4286 0.46
H 0.1400 1.1548 -1.0343 0.21
H 1.2976 0.4077 0.3271 0.24
H -1.3907 1.1834 1.1914 0.41
H -0.1925 3.0443 2.0436 0.10
```

## Properties
SMILES: C[C@H](O)CNC=O
Orbital gap: 10.40 eV
E_LUMO: 0.8 eV
HOMO energy: -0.352 hartree

Q:
Molecular formula: C4H9NO2
Method: DFT, ωB97M-V/def2-TZVPD

Structure (XYZ):
```
16
Properties=species:S:1:pos:R:3:nbo_charge:R:1
C 2.1477 -0.4858 -0.9058 -0.42
N 0.9088 0.2153 -0.6442 -0.54
C 0.7917 0.8314 0.4544 0.43
O -0.3313 1.3941 0.9062 -0.49
C -1.5836 0.9246 0.3643 -0.11
C -1.6147 -0.6062 0.2541 -0.10
O -1.4379 -1.0564 -1.0605 -0.74
H 1.9678 -1.5643 -0.8206 0.20
H 2.4717 -0.2899 -1.9308 0.21
H 2.9588 -0.2154 -0.2151 0.18
H 1.5947 0.9362 1.1920 0.15
H -2.3256 1.3132 1.0677 0.20
H -1.7664 1.3610 -0.6245 0.20
H -0.8366 -0.9881 0.9359 0.16
H -2.5639 -1.0071 0.6170 0.19
H -0.5931 -0.6411 -1.3270 0.49
```

## Properties
SMILES: C/N=C/OCCO
Orbital gap: 10.85 eV
E_LUMO: 1.0 eV
HOMO energy: -0.362 hartree

Stability, descending: Q, P

P:
Molecular formula: H2S2
Method: DFT, ωB97M-V/def2-TZVPD

Structure (XYZ):
```
4
Properties=species:S:1:pos:R:3:nbo_charge:R:1
S 0.1706 -1.0062 0.4540 -0.13
S -0.6147 0.2567 -0.9467 -0.12
H 0.0442 -0.4103 1.6548 0.12
H 0.3999 1.1598 -1.1620 0.13
```

## Properties
SMILES: SS
Orbital gap: 9.88 eV
E_LUMO: 0.3 eV
HOMO energy: -0.350 hartree

Q:
Molecular formula: H2S2
Method: DFT, ωB97M-V/def2-TZVPD

Structure (XYZ):
```
4
Properties=species:S:1:pos:R:3:nbo_charge:R:1
S 0.0884 0.5016 -0.9181 -0.14
S -0.1102 -0.4557 0.8878 -0.14
H 1.4236 0.6549 -0.5078 0.14
H -1.4018 -0.7008 0.5381 0.13
```

## Properties
SMILES: SS
Orbital gap: 8.80 eV
E_LUMO: 0.4 eV
HOMO energy: -0.310 hartree

Stability, descending: P, Q

P:
Molecular formula: C4H8O2
Method: DFT, ωB97M-V/def2-TZVPD

Structure (XYZ):
```
14
Properties=species:S:1:pos:R:3:nbo_charge:R:1
C -2.1089 -0.4462 0.7098 -0.62
C -1.1874 -0.0586 -0.4282 -0.07
O 0.1299 -0.0733 0.1341 -0.52
C 1.1611 0.2149 -0.6768 0.80
C 2.4197 0.3425 0.1429 -0.72
O 1.0638 0.3528 -1.8722 -0.59
H -1.8593 -1.4489 1.0697 0.21
H -1.9845 0.2538 1.5419 0.21
H -3.1561 -0.4350 0.3951 0.22
H -1.2461 -0.7478 -1.2765 0.19
H -1.3948 0.9503 -0.8029 0.18
H 2.1925 0.8868 1.0626 0.23
H 3.1914 0.8600 -0.4265 0.24
H 2.7787 -0.6512 0.4269 0.24
```

## Properties
SMILES: CCOC(C)=O
Orbital gap: 11.34 eV
E_LUMO: 1.0 eV
HOMO energy: -0.382 hartree

Q:
Molecular formula: C4H8O2
Method: DFT, ωB97M-V/def2-TZVPD

Structure (XYZ):
```
14
Properties=species:S:1:pos:R:3:nbo_charge:R:1
C -1.7710 0.1621 0.4091 -0.27
O -0.5334 -0.5629 0.4566 -0.31
O -0.6389 -1.5732 -0.6991 -0.27
C 0.6992 -1.9545 -0.9594 -0.28
H -2.6560 -0.4626 0.2812 0.20
H -1.7130 0.9227 -0.3721 0.19
H -1.8604 0.6373 1.3884 0.21
H 1.2360 -2.1611 -0.0266 0.19
H 1.2187 -1.1497 -1.4894 0.18
H 0.6999 -2.8609 -1.5728 0.21
C 1.2258 1.6970 0.5332 -0.29
C 1.5518 2.8389 0.7312 -0.26
H 0.8076 0.5978 0.3840 0.28
H 1.7337 3.8691 0.9356 0.23
```

## Properties
SMILES: COOC.C#C
Orbital gap: 11.12 eV
E_LUMO: 1.0 eV
HOMO energy: -0.372 hartree

R:
Molecular formula: C4H8O2
Method: DFT, ωB97M-V/def2-TZVPD

Structure (XYZ):
```
14
Properties=species:S:1:pos:R:3:nbo_charge:R:1
C 1.5760 -0.1307 -0.1991 -0.63
C 0.3818 -0.2433 0.7180 -0.27
C -0.8197 0.6555 0.5894 0.06
O -0.9657 1.5586 -0.4735 -0.71
C -0.9359 -0.7969 0.2182 0.06
O -1.0540 -1.0400 -1.1487 -0.71
H 2.2175 -1.0112 -0.0924 0.23
H 1.2707 -0.0923 -1.2495 0.22
H 2.1816 0.7530 0.0347 0.21
H 0.6253 -0.5036 1.7471 0.22
H -1.2916 1.0301 1.4937 0.19
H -0.1437 1.5874 -0.9756 0.48
H -1.4994 -1.4841 0.8467 0.18
H -1.5429 -0.2827 -1.5089 0.48
```

## Properties
SMILES: C[C@H]1[C@@H](O)[C@H]1O
Orbital gap: 10.44 eV
E_LUMO: 0.8 eV
HOMO energy: -0.354 hartree

Stability, descending: P, R, Q

P:
Molecular formula: C4H8O2
Method: DFT, ωB97M-V/def2-TZVPD

Structure (XYZ):
```
14
Properties=species:S:1:pos:R:3:nbo_charge:R:1
O -2.0696 0.0026 0.5077 -0.71
C -0.6937 -0.3042 0.4678 0.07
C 0.2530 0.8940 0.3978 -0.46
C 1.4910 0.2492 -0.2168 -0.06
O 1.0098 -0.7509 -1.1084 -0.53
C -0.3633 -1.0043 -0.8502 -0.08
H -2.1903 0.7748 1.0724 0.47
H -0.4077 -0.9465 1.3174 0.16
H -0.1780 1.6390 -0.2829 0.21
H 0.4484 1.3648 1.3672 0.22
H 2.1168 0.9545 -0.7734 0.19
H 2.1117 -0.2199 0.5612 0.16
H -0.5320 -2.0856 -0.8246 0.19
H -0.9963 -0.5675 -1.6353 0.18
```

## Properties
SMILES: O[C@@H]1CCOC1
Orbital gap: 10.57 eV
E_LUMO: 0.9 eV
HOMO energy: -0.355 hartree

Q:
Molecular formula: C4H8O2
Method: DFT, ωB97M-V/def2-TZVPD

Structure (XYZ):
```
14
Properties=species:S:1:pos:R:3:nbo_charge:R:1
C -0.7774 0.5544 1.6855 -0.54
C -0.0661 -0.1608 0.0920 -0.36
C 1.2987 -0.2406 0.6586 0.40
O 1.4550 -0.1046 1.8510 -0.54
C -0.0854 0.0963 -1.5058 -0.06
O -0.1340 -1.1602 -2.2058 -0.73
H -0.5796 0.0696 2.6830 0.24
H -1.8263 0.4430 1.4928 0.18
H -0.4462 1.5879 1.8273 0.21
H -0.6314 -1.0794 0.2008 0.25
H 2.1966 -0.3493 0.0301 0.13
H -0.9468 0.6984 -1.8066 0.18
H 0.8206 0.6311 -1.8491 0.17
H -0.2777 -0.9856 -3.1538 0.48
```

## Properties
SMILES: C[C@H](C=O)CO
Orbital gap: 10.36 eV
E_LUMO: 0.7 eV
HOMO energy: -0.354 hartree

R:
Molecular formula: C4H8O2
Method: DFT, ωB97M-V/def2-TZVPD

Structure (XYZ):
```
14
Properties=species:S:1:pos:R:3:nbo_charge:R:1
C 0.7893 -1.5861 -1.5676 -0.25
O -0.1778 -0.7111 -1.0507 -0.53
C 0.3773 0.2736 -0.2237 -0.08
C -0.7423 1.0694 0.4096 0.02
C -0.9811 1.0013 1.8521 -0.11
O -0.2678 2.0805 1.2733 -0.47
H 1.5131 -1.0628 -2.2115 0.17
H 1.3452 -2.0927 -0.7640 0.16
H 0.2620 -2.3349 -2.1612 0.20
H 1.0961 0.9027 -0.7852 0.18
H 0.9528 -0.1717 0.6073 0.16
H -1.7375 1.1068 0.0053 0.19
H -0.4815 0.1966 2.3736 0.17
H -1.9478 1.3285 2.2427 0.18
```

## Properties
SMILES: COC[C@H]1CO1
Orbital gap: 11.09 eV
E_LUMO: 1.0 eV
HOMO energy: -0.369 hartree

S:
Molecular formula: C4H8O2
Method: DFT, ωB97M-V/def2-TZVPD

Structure (XYZ):
```
14
Properties=species:S:1:pos:R:3:nbo_charge:R:1
C -1.7593 -0.8515 -0.2771 -0.25
O -0.3987 -0.8234 -0.6557 -0.54
C 0.1233 0.4696 -0.5664 0.05
C 0.4427 0.9404 0.8282 -0.49
C 1.5400 0.4637 -0.0896 0.08
O 2.1519 -0.7755 0.0402 -0.69
H -2.3542 -0.2248 -0.9550 0.17
H -1.8982 -0.4853 0.7502 0.17
H -2.0985 -1.8862 -0.3467 0.19
H -0.2593 1.1550 -1.3246 0.19
H 0.1875 0.3109 1.6729 0.23
H 0.3889 2.0140 0.9925 0.22
H 2.2444 1.2541 -0.3061 0.19
H 1.4614 -1.4320 -0.1478 0.49
```

## Properties
SMILES: CO[C@H]1C[C@H]1O
Orbital gap: 10.33 eV
E_LUMO: 1.0 eV
HOMO energy: -0.343 hartree

Stability, descending: P, S, R, Q

P:
Molecular formula: C4H8O2
Method: DFT, ωB97M-V/def2-TZVPD

Structure (XYZ):
```
14
Properties=species:S:1:pos:R:3:nbo_charge:R:1
O 0.9893 -0.3484 -1.8780 -0.70
C 0.4104 0.3485 -0.7945 0.07
C -1.0101 -0.1214 -0.4234 -0.46
C -0.9963 -0.0595 1.1005 -0.07
O 0.3149 -0.4649 1.4497 -0.52
C 1.1775 0.2004 0.5442 -0.11
H 0.9914 -1.2894 -1.6541 0.46
H 0.4036 1.3944 -1.1142 0.18
H -1.1364 -1.1615 -0.7492 0.21
H -1.7953 0.4806 -0.8901 0.22
H -1.7025 -0.7369 1.5869 0.20
H -1.1920 0.9666 1.4559 0.16
H 1.4585 1.1871 0.9443 0.17
H 2.0869 -0.3957 0.4218 0.20
```

## Properties
SMILES: O[C@H]1CCOC1
Orbital gap: 10.71 eV
E_LUMO: 1.0 eV
HOMO energy: -0.358 hartree

Q:
Molecular formula: C4H8O2
Method: DFT, ωB97M-V/def2-TZVPD

Structure (XYZ):
```
14
Properties=species:S:1:pos:R:3:nbo_charge:R:1
C -2.1650 -0.4186 -0.5516 -0.69
C -0.8492 0.2682 -0.5323 0.22
O -0.0681 0.0813 0.4688 -0.34
C 1.1723 0.5746 0.5546 -0.11
C 1.9699 0.0964 1.6430 0.32
O 3.1004 0.4846 1.8898 -0.57
H -2.9508 0.2307 -0.1452 0.23
H -2.1292 -1.3376 0.0390 0.24
H -2.4434 -0.6692 -1.5806 0.24
H 0.7083 -0.6281 -1.5768 -0.04
H -0.6062 1.0733 -1.2237 0.18
H 1.4300 1.4340 -0.0559 0.19
H 1.3550 -0.4941 -1.1770 0.02
H 1.4762 -0.6955 2.2481 0.11
```

## Properties
Orbital gap (alpha / beta): 7.62 / 7.94 eV
E_LUMO (alpha / beta): -0.3 / -0.1 eV
HOMO energy (alpha / beta): -0.292 / -0.296 hartree

Stability, descending: P, Q